Record 1
C12H10N2OS in the gas phase in a non-equilibrium geometry, computed with ωB97M-V/def2-TZVPD.

Each line ends with the Mulliken charge.
Atoms and positions in Å:
O: 0.485 3.313 -1.052  -0.646
N: 0.888 -0.937 0.978  -0.569
S: 2.822 -0.340 -0.562  -0.179
C: 1.120 2.254 -0.844  0.236
C: 1.306 0.007 0.161  0.422
C: 2.516 2.312 -1.120  -0.515
C: 3.384 1.241 -1.077  0.833
C: -2.024 -1.783 3.080  -0.306
C: -2.922 -0.725 2.771  -0.576
C: -0.758 -1.844 2.543  -0.515
C: -2.506 0.307 1.905  -0.716
C: -0.356 -0.855 1.638  0.194
C: -1.216 0.233 1.348  0.611
N: 0.574 1.195 -0.128  0.071
C: 4.795 1.414 -1.555  -1.307
C: -0.796 1.365 0.398  -0.540
H: 2.861 3.283 -1.481  0.302
H: -2.306 -2.607 3.774  0.304
H: -3.952 -0.678 3.114  0.376
H: -0.116 -2.688 2.733  0.448
H: -3.145 1.178 1.783  0.382
H: 5.038 2.445 -1.781  0.345
H: 5.487 1.070 -0.789  0.353
H: 4.957 0.887 -2.505  0.307
H: -0.928 2.328 0.922  0.382
H: -1.451 1.378 -0.495  0.303

2S+1   1
E_HOMO   -8.02 eV
Relative energy (zero: lowest compared OMol25 entry of this formula, charge and spin)   29.3 kJ/mol
Structure (SMILES)   CC1=CC(=O)N2Cc3ccccc3N=C2S1
Gap between HOMO and LUMO   8.240 eV
Strongest force on any atom   3.72 eV Å⁻¹
Total charge   0
Lowest unoccupied orbital energy   0.217 eV

***

Record 2
A molecular structure, C7H61AlCl2FO26S in a non-equilibrium geometry, computed with ωB97M-V/def2-TZVPD.

Each line ends with the Mulliken charge.
Atoms and positions in Å:
C: -0.638 -1.472 -3.765  -0.152
O: -1.303 -2.482 -3.057  -0.528
C: -1.533 -2.070 -1.685  -0.186
C: -2.489 -0.851 -1.700  -0.295
C: -3.371 -0.692 -0.408  -0.552
Al: -2.473 -1.042 1.380  -1.265
C: -0.607 -0.244 1.627  -0.555
Cl: 0.700 -1.530 1.380  -0.145
C: -0.303 1.066 0.845  0.057
C: -1.541 1.969 0.588  -1.096
Cl: 0.628 0.784 -0.709  -0.135
S: -2.507 -3.342 1.888  1.029
O: -2.346 -3.612 3.340  -0.592
O: -1.439 -4.091 1.165  -0.569
F: -3.946 -3.959 1.284  -0.329
H: 0.004 -1.887 -4.555  0.056
H: -1.340 -0.773 -4.261  0.200
H: 0.018 -0.850 -3.132  -0.017
H: -2.033 -2.914 -1.195  0.140
H: -0.538 -1.847 -1.274  0.310
H: -2.001 0.112 -1.891  0.049
H: -3.182 -1.018 -2.550  0.402
H: -3.761 0.338 -0.411  0.329
H: -4.240 -1.374 -0.498  0.615
H: -3.383 -0.382 2.494  0.096
H: -0.520 0.019 2.696  0.634
H: 0.394 1.652 1.464  0.469
H: -2.401 1.744 1.233  0.132
H: -1.774 1.957 -0.485  0.186
H: -1.235 3.006 0.819  0.454
O: 1.805 4.024 -1.900  -0.617
H: 1.203 3.306 -1.680  0.152
H: 2.049 3.858 -2.812  0.455
O: 1.297 -0.413 -6.082  -0.556
H: 1.190 0.276 -6.743  0.273
H: 2.055 -0.918 -6.390  0.298
O: -4.224 1.575 3.730  -0.385
H: -4.060 1.414 4.674  0.287
H: -4.906 2.256 3.719  0.215
O: -5.479 -1.278 2.797  -0.381
H: -5.521 -2.177 2.450  0.248
H: -6.394 -0.979 2.783  0.238
O: -3.605 -0.016 5.861  -0.536
H: -2.739 -0.350 6.143  0.333
H: -4.234 -0.623 6.257  0.232
O: 3.544 6.420 -2.204  -0.657
H: 2.901 5.715 -2.017  0.359
H: 3.801 6.260 -3.117  0.318
O: -0.610 -1.947 -7.877  -0.625
H: -0.273 -2.177 -7.004  0.354
H: -1.429 -2.442 -7.953  0.295
O: 1.658 -3.740 3.842  -0.636
H: 0.905 -3.573 3.258  0.325
H: 1.266 -4.140 4.623  0.300
O: 5.164 3.832 -1.445  -0.649
H: 5.259 3.681 -0.500  0.316
H: 4.551 4.579 -1.504  0.270
O: 7.056 1.662 -1.531  -0.655
H: 7.182 1.512 -0.590  0.295
H: 6.457 2.425 -1.575  0.442
O: 5.998 -1.473 -1.451  -0.651
H: 5.040 -1.402 -1.517  0.298
H: 6.317 -0.586 -1.660  0.338
O: 8.124 -3.630 -2.115  -0.636
H: 7.618 -3.912 -2.879  0.295
H: 7.621 -2.880 -1.768  0.373
O: -6.772 3.010 4.990  -0.575
H: -6.589 2.841 5.922  0.318
H: -7.433 3.706 4.996  0.266
O: -3.924 1.815 -2.587  -0.555
H: -4.407 1.479 -3.347  0.268
H: -4.505 2.484 -2.214  0.282
O: -0.385 -6.653 4.624  -0.652
H: -0.806 -5.790 4.531  0.313
H: 0.025 -6.800 3.767  0.329
O: 3.225 -2.888 -0.386  -0.536
H: 3.925 -3.423 -0.006  0.284
H: 2.422 -3.223 0.026  0.263
O: 11.026 -3.361 -0.299  -0.654
H: 10.295 -3.114 -0.877  0.328
H: 10.595 -3.674 0.499  0.315
O: -7.626 -2.029 4.318  -0.587
H: -6.758 -2.325 4.613  0.328
H: -8.242 -2.664 4.694  0.273
O: 2.589 1.873 -3.365  -0.493
H: 3.434 1.535 -3.055  0.288
H: 1.946 1.266 -2.991  0.212
O: -1.011 -0.398 7.012  -0.600
H: -0.908 -0.057 7.904  0.271
H: -0.120 -0.648 6.747  0.292
O: -4.529 2.655 6.752  -0.610
H: -4.313 3.444 6.246  0.319
H: -3.675 2.283 6.988  0.277
O: 1.909 5.382 -4.185  -0.546
H: 1.451 5.079 -4.977  0.258
H: 1.347 6.083 -3.841  0.258
O: 3.191 4.132 -6.506  -0.639
H: 4.009 3.772 -6.856  0.291
H: 3.189 3.852 -5.583  0.341

2S+1   1
E_HOMO   -5.47 eV
Gap between HOMO and LUMO   7.224 eV
Strongest force on any atom   4.23 eV Å⁻¹
Total charge   -1
Lowest unoccupied orbital energy   1.752 eV

***

Record 3
2 unconnected molecules or ions with the total composition C6H12N2 in a non-equilibrium geometry, computed with ωB97M-V/def2-TZVPD.

Each line ends with the Löwdin spin population.
Atoms and positions in Å:
C: 1.092 3.496 1.243  0.000
C: 1.680 2.759 0.031  0.000
H: 1.884 3.706 1.959  0.000
H: 0.602 4.421 0.940  0.000
H: 0.465 2.810 1.811  0.000
H: 0.998 2.836 -0.811  0.000
H: 2.671 3.083 -0.270  0.000
H: 1.837 1.697 0.256  0.000
C: -2.003 0.106 0.514  0.047
C: 0.459 -2.387 -0.126  0.265
C: -0.956 -0.836 0.088  0.232
C: -0.758 -1.070 -1.340  0.333
N: -0.141 -1.628 0.774  -0.002
N: 0.151 -2.022 -1.423  0.073
H: 1.118 -3.204 0.138  0.009
H: 0.528 -2.445 -2.262  -0.001
H: -1.227 -0.547 -2.155  0.011
H: -2.051 0.293 1.587  0.000
H: -2.947 -0.341 0.198  0.019
H: -1.853 1.098 0.075  0.014

2S+1   2
E_HOMO (spin up / spin down)   -14.38 / -14.38 eV
Relative energy (zero: lowest compared OMol25 entry of this formula, charge and spin)   29.7 kJ/mol
Gap between HOMO and LUMO (spin up / spin down)   10.363 / 6.655 eV
Strongest force on any atom   1.08 eV Å⁻¹
Total charge   +1
Lowest unoccupied orbital energy (spin up / spin down)   -4.018 / -7.729 eV

***

Record 4
A molecular structure, C34H44BrMgN3O2 in a non-equilibrium geometry, computed with ωB97M-V/def2-TZVPD.

Each line ends with the Mulliken charge.
Atoms and positions in Å:
Mg: -1.012 -0.529 -0.539  0.801
C: 3.602 -1.469 0.866  -1.754
C: 2.627 -0.586 1.591  0.954
C: 2.594 0.777 1.318  -0.787
C: 1.695 1.609 1.964  1.055
C: 1.640 3.076 1.656  -1.739
C: 0.837 1.068 2.911  -0.303
C: 0.847 -0.293 3.195  1.111
C: -0.138 -0.845 4.181  -1.448
C: 1.751 -1.108 2.533  -0.756
H: 4.609 -1.352 1.276  0.376
H: 3.635 -1.207 -0.190  0.360
H: 3.316 -2.514 0.957  0.325
H: 3.261 1.184 0.569  0.270
H: 2.107 3.658 2.454  0.432
H: 0.603 3.389 1.562  0.252
H: 2.151 3.292 0.721  0.353
H: 0.118 1.707 3.403  0.284
H: -0.016 -0.380 5.162  0.549
H: -0.029 -1.922 4.283  0.302
H: -1.144 -0.629 3.825  0.023
H: 1.755 -2.172 2.729  0.170
C: -8.011 0.157 2.391  -1.675
C: -7.456 0.204 0.959  1.880
C: -7.825 1.565 0.358  -2.220
C: -8.129 -0.883 0.111  -1.695
C: -5.951 -0.021 1.005  -0.008
C: -5.036 0.999 0.781  -0.095
C: -3.695 0.730 0.877  -0.287
Br: -2.466 2.185 0.744  -0.272
C: -3.118 -0.536 1.151  0.983
O: -1.854 -0.659 1.191  0.235
C: -4.077 -1.558 1.436  -0.404
C: -5.426 -1.259 1.363  -0.763
C: -3.719 -2.954 1.949  3.037
C: -4.492 -4.036 1.171  -2.155
C: -4.127 -2.992 3.435  -1.768
C: -2.239 -3.308 1.843  -2.168
H: -9.088 0.332 2.387  0.475
H: -7.532 0.926 2.994  0.329
H: -7.814 -0.807 2.854  0.315
H: -8.910 1.642 0.268  0.447
H: -7.386 1.683 -0.630  0.429
H: -7.480 2.376 0.995  0.361
H: -9.208 -0.722 0.055  0.462
H: -7.955 -1.870 0.530  0.327
H: -7.722 -0.865 -0.897  0.368
H: -5.345 2.009 0.556  0.396
H: -6.118 -2.048 1.626  0.218
H: -5.563 -4.020 1.372  0.370
H: -4.119 -5.026 1.440  0.539
H: -4.338 -3.889 0.104  0.258
H: -5.180 -2.737 3.557  0.265
H: -3.540 -2.263 3.990  0.278
H: -3.959 -3.977 3.872  0.477
H: -1.915 -3.332 0.807  0.532
H: -2.065 -4.295 2.277  0.682
H: -1.625 -2.581 2.360  -0.302
C: 0.097 0.977 -1.459  -1.720
C: -0.463 1.973 -2.181  1.140
C: -1.110 1.713 -3.443  -0.640
C: -1.621 2.714 -4.218  -0.332
C: -1.534 4.057 -3.837  -0.546
C: -0.893 4.352 -2.636  -0.367
C: -0.356 3.370 -1.847  -0.129
H: -1.216 0.674 -3.739  0.363
H: -2.133 2.458 -5.145  0.342
H: -1.977 4.841 -4.442  0.343
H: -0.822 5.388 -2.308  0.332
H: 0.114 3.627 -0.904  0.228
C: -1.462 -5.846 -1.623  -0.931
N: -1.077 -4.519 -2.019  0.178
C: -2.161 -3.637 -2.383  -0.521
C: -1.739 -2.311 -1.756  1.099
O: -2.425 -1.247 -1.807  -0.820
N: -0.643 -2.452 -1.081  -1.327
C: -0.279 -3.802 -0.991  -0.576
N: 1.133 -4.119 -1.135  -0.590
H: -1.775 -6.428 -2.500  0.333
H: -2.290 -5.865 -0.889  0.041
H: -0.594 -6.326 -1.174  0.394
H: -3.138 -3.971 -1.978  0.124
H: -2.271 -3.539 -3.478  0.264
H: 1.612 -3.648 -0.370  0.332
H: 1.510 -3.706 -2.001  0.304

2S+1   1
E_HOMO (spin up / spin down)   1.49 / 1.46 eV
Gap between HOMO and LUMO (spin up / spin down)   2.731 / 2.763 eV
Strongest force on any atom   2.17 eV Å⁻¹
Total charge   -2
Lowest unoccupied orbital energy (spin up / spin down)   4.218 / 4.219 eV

***

Record 5
2 unconnected molecules or ions with the total composition C6H10N4 in a non-equilibrium geometry, computed with ωB97M-V/def2-TZVPD.

Each line ends with the Mulliken charge.
Atoms and positions in Å:
C: -1.219 3.004 -1.024  -0.532
C: 0.693 -2.458 -0.130  -0.051
C: 0.025 -1.620 -0.993  -0.176
C: 0.347 0.576 -0.102  0.817
C: 0.862 1.627 0.259  -1.062
C: 0.683 -3.947 -0.357  -1.300
N: -0.581 2.492 2.393  -0.845
N: -1.472 3.086 0.386  -0.734
N: 0.047 -0.297 -0.962  -0.334
N: -0.668 2.588 1.163  1.017
H: -1.485 1.958 -1.373  0.181
H: -1.866 3.701 -1.662  0.292
H: 1.134 -2.086 0.725  0.450
H: -0.595 -2.022 -1.844  0.281
H: -0.131 3.165 -1.279  0.296
H: 1.700 2.075 0.627  0.386
H: 0.663 -4.436 0.503  0.424
H: -0.134 -4.220 -1.011  0.318
H: 1.661 -4.291 -0.626  0.316
H: -1.255 3.002 2.974  0.256

2S+1   1
E_HOMO (spin up / spin down)   -8.03 / -8.02 eV
Relative energy (zero: lowest compared OMol25 entry of this formula, charge and spin)   774.9 kJ/mol
Gap between HOMO and LUMO (spin up / spin down)   6.948 / 6.944 eV
Strongest force on any atom   7.04 eV Å⁻¹
Total charge   0
Lowest unoccupied orbital energy (spin up / spin down)   -1.079 / -1.079 eV

***

Record 6
C9H15N3O4 in the gas phase in a non-equilibrium geometry, computed with ωB97M-V/def2-TZVPD.

Each line ends with the Mulliken charge.
Atoms and positions in Å:
C: 1.817 -0.026 -0.660  0.657
C: 0.321 -0.254 -0.500  -0.266
C: 2.713 -1.125 -0.026  -0.730
C: 3.958 -0.299 0.444  -0.352
C: 3.607 1.168 0.160  -0.707
C: -1.862 0.681 -0.268  0.378
C: -2.614 2.016 -0.124  0.486
C: -2.290 -0.359 0.756  -1.262
C: -3.450 -1.128 0.185  0.773
H: 1.792 1.282 0.946  0.299
H: 2.045 0.098 -1.681  0.293
H: 3.052 -1.852 -0.817  0.272
H: 2.272 -1.730 0.789  0.291
H: 4.950 -0.581 -0.117  0.258
H: 4.228 -0.362 1.540  0.221
H: 3.817 1.813 1.022  0.358
H: 4.238 1.410 -0.765  0.257
H: -0.014 1.767 -0.248  0.433
H: -2.184 0.282 -1.293  0.207
H: -1.507 -1.017 1.038  0.522
H: -2.597 0.093 1.730  0.241
H: -3.841 -2.913 -0.587  0.286
H: -2.146 -2.637 -0.362  0.243
H: -4.263 1.009 0.003  0.439
N: 2.200 1.240 0.030  -0.540
N: -0.453 0.867 -0.414  -0.195
N: -3.079 -2.344 -0.153  -0.354
O: -0.165 -1.381 -0.561  -0.671
O: -2.025 3.051 -0.161  -0.591
O: -4.588 -0.667 0.181  -0.744
O: -3.930 1.896 -0.087  -0.500

2S+1   1
E_HOMO   -9.64 eV
Relative energy (zero: lowest compared OMol25 entry of this formula, charge and spin)   36.7 kJ/mol
Structure (SMILES)   NC(=O)C[C@H](NC(=O)[C@@H]1CCCN1)C(=O)O
Gap between HOMO and LUMO   10.222 eV
Strongest force on any atom   4.08 eV Å⁻¹
Total charge   0
Lowest unoccupied orbital energy   0.581 eV

***

What is the 2S+1 in the fifth record? 1